{"formula": "C6H6N4S", "method": "the ωB97M-V functional and the def2-TZVPD basis", "species": ["C", "C", "C", "C", "C", "C", "N", "N", "N", "N", "S", "H", "H", "H", "H", "H", "H"], "coordinates": [[2.413, 2.193, -0.226], [3.458, 1.248, -0.284], [1.244, 1.551, -0.146], [0.853, -0.915, 0.057], [-1.423, 1.110, 0.030], [-2.625, -0.897, -0.684], [2.962, 0.062, -0.147], [-0.409, -1.076, 0.026], [1.573, 0.243, -0.029], [-1.420, -0.197, -0.166], [-2.303, 2.438, 0.142], [2.489, 3.332, -0.236], [4.506, 1.471, -0.232], [1.483, -1.861, 0.389], [-2.180, -1.519, -1.618], [-3.111, -1.692, -0.058], [-3.285, -0.080, -1.020]], "atomic_forces_ev_per_a": [[0.464, 4.356, -0.506], [-0.840, 0.509, 0.860], [-3.580, -1.230, 0.702], [0.542, -0.654, 1.295], [0.607, 0.664, -0.436], [0.830, -1.103, -2.529], [-0.064, -1.766, 0.346], [0.623, -1.991, 0.436], [2.225, -0.900, -0.811], [-0.178, 1.644, 0.235], [0.893, -1.565, -0.055], [0.102, -1.872, -0.117], [0.269, -0.338, -0.368], [-1.313, 2.172, -1.204], [-1.268, 1.612, 1.948], [0.731, 1.284, 0.067], [-0.044, -0.822, 0.137]], "gap_ev": [6.88, 6.88], "e_homo_ev": [-8.35, -8.35], "total_energy_ev": -23108.19739, "de_lowest_kcal_mol": 168.1, "max_force_ev_per_a": 4.41, "spin_multiplicity": 1}

{"formula": "C30H36N5OS", "method": "the ωB97M-V functional and the def2-TZVPD basis", "species": ["C", "C", "N", "C", "C", "N", "C", "S", "C", "H", "H", "H", "H", "H", "H", "H", "H", "H", "H", "C", "N", "C", "O", "C", "C", "C", "C", "N", "C", "C", "C", "C", "C", "C", "N", "C", "C", "C", "C", "C", "C", "C", "C", "C", "C", "C", "C", "H", "H", "H", "H", "H", "H", "H", "H", "H", "H", "H", "H", "H", "H", "H", "H", "H", "H", "H", "H", "H", "H", "H", "H", "H", "H"], "coordinates": [[5.299, -5.109, -1.588], [3.946, -5.445, -2.153], [3.015, -4.361, -2.031], [1.603, -4.669, -2.080], [0.967, -3.317, -1.883], [2.057, -2.340, -1.751], [3.184, -3.019, -1.866], [4.773, -2.342, -1.824], [5.788, -3.806, -2.201], [5.280, -5.037, -0.499], [5.992, -5.903, -1.872], [4.073, -5.703, -3.212], [3.496, -6.290, -1.629], [1.350, -5.120, -3.044], [1.386, -5.374, -1.273], [0.338, -3.091, -2.751], [0.315, -3.363, -1.003], [6.773, -3.528, -1.799], [5.832, -3.900, -3.299], [-3.804, 4.147, 0.767], [-2.652, 3.322, 1.021], [-2.382, 2.818, 2.259], [-3.030, 3.029, 3.282], [-1.123, 1.956, 2.130], [-1.352, 0.502, 2.597], [-1.646, 0.421, 4.057], [-0.895, 0.874, 5.137], [-1.639, 0.720, 6.291], [-2.862, 0.133, 5.992], [-3.941, -0.182, 6.808], [-5.089, -0.715, 6.203], [-5.152, -0.863, 4.803], [-4.070, -0.523, 3.983], [-2.901, -0.065, 4.585], [-0.797, 2.086, 0.703], [0.230, 1.407, 0.161], [0.564, 1.452, -1.184], [1.533, 0.690, -1.839], [1.923, 0.973, -3.199], [3.129, 0.455, -3.738], [3.483, 0.656, -5.068], [2.647, 1.405, -5.920], [1.480, 1.984, -5.402], [1.136, 1.807, -4.063], [-1.749, 2.931, -0.048], [-2.529, 2.178, -1.136], [-1.180, 4.205, -0.703], [-4.356, 4.301, 1.699], [-3.493, 5.119, 0.363], [-4.459, 3.665, 0.028], [-0.320, 2.397, 2.758], [-2.229, 0.092, 2.072], [-0.478, -0.115, 2.319], [0.099, 1.316, 5.148], [-1.337, 0.972, 7.225], [-3.848, -0.010, 7.878], [-5.940, -1.012, 6.816], [-6.059, -1.259, 4.350], [-4.089, -0.600, 2.893], [0.842, 0.846, 0.881], [-0.009, 2.163, -1.785], [2.013, -0.162, -1.335], [3.788, -0.104, -3.061], [4.424, 0.247, -5.445], [2.908, 1.543, -6.971], [0.840, 2.600, -6.038], [0.256, 2.319, -3.670], [-3.127, 1.367, -0.702], [-3.195, 2.892, -1.641], [-1.852, 1.759, -1.883], [-0.799, 4.907, 0.049], [-0.382, 3.976, -1.412], [-1.996, 4.692, -1.258]], "atomic_forces_ev_per_a": [[0.217, 0.312, 0.083], [0.056, -0.034, -0.137], [0.046, 0.243, 0.018], [0.386, -0.623, -0.043], [-0.597, 0.214, -0.036], [1.759, -0.299, -0.007], [-2.233, -0.345, -0.029], [0.186, 0.269, 0.344], [0.394, 0.129, -0.252], [-0.045, 0.009, -0.044], [0.037, 0.050, 0.115], [-0.113, -0.216, 0.009], [0.162, -0.164, -0.113], [-0.054, -0.145, 0.076], [-0.214, -0.117, -0.124], [0.031, 0.292, 0.198], [0.111, 0.451, -0.051], [-0.246, -0.135, -0.330], [0.185, 0.026, 0.416], [-0.369, 0.350, -0.403], [0.044, -0.326, 0.630], [-0.712, 0.370, 1.113], [1.067, -0.382, -1.589], [0.158, 0.249, 0.803], [-0.002, -0.146, -0.314], [0.322, 0.238, 1.084], [-1.001, -0.419, -0.767], [0.024, -0.202, 0.094], [0.323, 0.189, -0.770], [-0.370, -0.287, -0.033], [0.667, 0.299, 0.114], [0.377, 0.027, -0.395], [-0.333, -0.261, 0.362], [0.454, 0.687, 0.583], [1.732, -1.088, -0.847], [-1.128, 0.550, 1.288], [0.492, -0.225, -1.685], [-0.533, 0.947, 1.096], [-0.077, 0.577, -1.505], [-0.347, -0.262, 0.583], [-0.188, 0.404, -0.213], [0.075, -0.303, 0.600], [0.023, 0.053, 0.322], [0.521, -0.486, 0.235], [-0.930, 0.614, -0.443], [-0.057, -0.383, 0.105], [0.384, 0.069, 0.251], [0.244, -0.132, -0.168], [-0.154, -0.134, 0.184], [0.030, 0.140, 0.271], [-0.408, -0.113, -0.444], [0.379, 0.094, -0.070], [-0.292, 0.215, 0.044], [-0.318, -0.116, 0.128], [-0.062, -0.123, -0.433], [-0.301, -0.139, -0.124], [0.259, 0.157, -0.182], [0.147, 0.110, 0.113], [-0.336, -0.149, 0.348], [-0.351, 0.062, -0.359], [0.568, -0.371, 0.305], [-0.017, 0.402, -0.171], [-0.322, 0.119, -0.485], [-0.358, 0.115, 0.127], [-0.062, -0.045, 0.372], [0.253, -0.224, 0.189], [0.154, -0.285, -0.287], [0.147, 0.156, -0.110], [0.175, -0.342, 0.157], [-0.286, 0.011, 0.038], [-0.029, -0.204, -0.154], [-0.109, 0.170, 0.090], [0.366, -0.146, 0.230]], "gap_ev": 5.36, "e_homo_ev": -9.67, "charge": 1, "total_energy_ev": -52021.56424, "de_lowest_kcal_mol": 0.0, "max_force_ev_per_a": 2.26, "spin_multiplicity": 1}

{"formula": "HIOS", "method": "the ωB97M-V functional and the def2-TZVPD basis", "species": ["O", "S", "I", "H"], "coordinates": [[-0.998, 0.620, 0.149], [1.209, 0.379, -0.127], [0.928, -1.701, -1.064], [-1.140, 0.702, 1.042]], "atomic_forces_ev_per_a": [[3.844, -0.595, -4.474], [-3.849, 0.539, 0.738], [0.100, -0.239, -0.116], [-0.094, 0.294, 3.852]], "gap_ev": [7.27, 7.27], "e_homo_ev": [-9.32, -9.32], "total_energy_ev": -20996.97843, "de_lowest_kcal_mol": 43.2, "max_force_ev_per_a": 5.93, "spin_multiplicity": 1}

{"formula": "C14H20N4O", "method": "the ωB97M-V functional and the def2-TZVPD basis", "species": ["C", "C", "C", "C", "N", "C", "N", "C", "C", "C", "N", "C", "C", "O", "C", "C", "N", "C", "C", "H", "H", "H", "H", "H", "H", "H", "H", "H", "H", "H", "H", "H", "H", "H", "H", "H", "H", "H", "H"], "coordinates": [[-6.266, -0.739, 0.911], [-6.509, 0.545, 0.429], [-5.521, 1.275, -0.210], [-4.288, 0.671, -0.348], [-3.097, 1.088, -0.908], [-2.213, 0.046, -0.755], [-0.961, 0.099, -1.290], [0.004, -0.900, -0.881], [0.692, -0.567, 0.448], [1.695, 0.593, 0.359], [3.067, 0.128, 0.461], [3.997, 1.214, 0.725], [5.397, 0.637, 0.931], [5.827, -0.085, -0.197], [4.925, -1.129, -0.478], [3.510, -0.601, -0.715], [-2.726, -0.980, -0.137], [-4.028, -0.632, 0.136], [-5.032, -1.346, 0.775], [-7.067, -1.271, 1.402], [-7.489, 0.981, 0.555], [-5.709, 2.271, -0.584], [-2.934, 1.956, -1.389], [-0.590, 1.028, -1.432], [0.736, -1.001, -1.686], [-0.554, -1.831, -0.777], [1.218, -1.447, 0.816], [-0.091, -0.330, 1.169], [1.539, 1.166, -0.576], [1.534, 1.280, 1.193], [3.684, 1.737, 1.631], [4.024, 1.937, -0.111], [6.125, 1.436, 1.081], [5.386, -0.020, 1.813], [5.303, -1.631, -1.370], [4.904, -1.839, 0.362], [2.843, -1.445, -0.889], [3.511, 0.047, -1.612], [-4.845, -2.340, 1.147]], "atomic_forces_ev_per_a": [[-0.173, -0.054, 0.082], [-0.124, 0.048, 0.015], [0.078, 0.128, -0.073], [-0.317, -0.478, 0.347], [0.248, 0.050, -0.063], [-0.301, -0.023, -0.026], [0.159, 0.428, -0.193], [0.121, -0.223, 0.263], [-0.112, 0.113, -0.347], [-0.054, -0.202, 0.243], [0.056, 0.140, -0.030], [0.312, -0.127, 0.034], [-0.188, 0.322, 0.178], [0.095, 0.050, -0.133], [-0.288, -0.168, -0.188], [0.307, -0.119, 0.134], [0.607, -0.236, -0.018], [-0.346, 0.608, -0.161], [0.151, 0.090, -0.087], [-0.058, -0.041, 0.037], [-0.069, 0.031, 0.007], [-0.050, 0.085, -0.017], [0.015, -0.102, 0.001], [-0.068, -0.091, -0.010], [-0.037, -0.080, 0.048], [0.147, 0.006, -0.109], [0.018, -0.040, 0.080], [-0.010, -0.072, 0.044], [0.023, 0.072, 0.020], [0.001, 0.033, -0.105], [0.009, 0.030, -0.025], [-0.008, -0.002, 0.063], [-0.065, -0.041, 0.059], [0.017, 0.077, -0.037], [-0.065, -0.027, 0.068], [-0.004, 0.018, -0.089], [-0.007, -0.030, -0.067], [-0.054, -0.051, 0.017], [0.031, -0.122, 0.043]], "gap_ev": 8.38, "e_homo_ev": -7.73, "total_energy_ev": -22850.64560, "smiles": "c1ccc2[nH]c(NCCCN3CCOCC3)nc2c1", "de_lowest_kcal_mol": 0.8, "max_force_ev_per_a": 0.72, "spin_multiplicity": 1}

{"formula": "C4H6N2S", "method": "the ωB97M-V functional and the def2-TZVPD basis", "species": ["H", "N", "C", "C", "S", "C", "C", "N", "H", "H", "H", "H", "H"], "coordinates": [[-0.677, 3.116, -0.924], [0.266, 2.746, -0.430], [0.219, 1.298, -0.286], [-0.859, 0.365, -0.877], [-0.664, -1.538, -0.683], [0.089, -1.573, 0.965], [0.830, -0.466, 1.371], [1.038, 0.729, 0.729], [-1.041, 0.551, -2.126], [-1.851, 0.545, -0.318], [0.372, -2.473, 1.488], [1.614, -0.746, 2.185], [1.405, 1.555, 1.492]], "atomic_forces_ev_per_a": [[2.828, -1.633, 0.829], [-2.465, -5.863, -0.072], [-0.582, 5.080, 0.866], [-1.479, -0.235, -1.954], [0.475, 1.245, 0.829], [1.710, 3.221, -0.664], [0.490, -4.026, 0.583], [0.495, 4.677, 1.582], [0.603, -0.484, 3.861], [1.564, 0.176, -1.012], [-0.664, -0.371, -0.282], [-1.710, 1.127, -1.236], [-1.265, -2.915, -3.330]], "gap_ev": 8.27, "e_homo_ev": -7.92, "total_energy_ev": -18057.21202, "smiles": "[H]/N=C1\\CSC=CN1", "de_lowest_kcal_mol": 86.7, "max_force_ev_per_a": 6.36, "spin_multiplicity": 1}

{"formula": "C9H8FNO3", "method": "the ωB97M-V functional and the def2-TZVPD basis", "species": ["C", "C", "C", "C", "C", "C", "C", "C", "C", "N", "O", "O", "O", "F", "H", "H", "H", "H", "H", "H", "H", "H"], "coordinates": [[1.333, -0.292, -1.493], [-2.465, 1.245, -0.126], [-2.893, 0.093, -0.717], [-1.238, 1.249, 0.516], [-2.163, -1.080, -0.668], [-0.454, 0.106, 0.669], [-1.008, -1.042, 0.104], [0.876, 0.113, 1.199], [2.190, 0.185, -0.401], [0.513, -0.695, -2.191], [1.472, -0.868, 1.921], [2.409, 1.543, -0.380], [3.236, -0.616, -0.032], [-0.277, -2.254, 0.129], [-2.763, 2.227, -0.317], [-3.771, 0.149, -1.263], [-0.936, 2.043, 1.047], [-2.679, -1.982, -1.088], [1.242, 1.085, 1.507], [1.109, -1.659, 1.758], [3.292, 1.823, -0.682], [2.973, -1.373, 0.509]], "atomic_forces_ev_per_a": [[0.845, 0.282, 0.125], [2.616, -0.139, 0.322], [0.537, -0.038, 0.007], [-0.649, -2.960, -0.462], [-1.114, -0.418, 0.974], [-1.549, -1.570, -0.494], [0.441, -1.947, -1.260], [3.213, 1.096, -2.249], [-2.458, -0.426, 2.164], [0.118, 0.036, -0.282], [1.712, 3.893, 1.618], [0.669, 0.101, -0.255], [0.378, 0.771, -0.862], [-0.574, 1.493, 0.542], [-1.670, 1.108, -0.201], [-1.637, -0.240, -1.064], [1.184, 3.252, 1.386], [1.329, 0.703, 0.415], [-0.229, -0.015, 0.388], [-2.455, -4.755, -0.919], [-0.288, -0.530, -0.061], [-0.418, 0.304, 0.168]], "gap_ev": 8.94, "e_homo_ev": -8.40, "total_energy_ev": -19809.57798, "de_lowest_kcal_mol": 0.0, "max_force_ev_per_a": 5.43, "spin_multiplicity": 1}